# 1
The following is a DFT calculation (ωB97M-V with the def2-TZVPD basis set) of one molecule with the formula C6H10.

Last column: natural (NBO) charge in e.
Positions of all 16 atoms, in Å:
C 1.224 -0.269 0.562  -0.41
C 0.940 0.923 -0.363  -0.40
C -0.560 0.895 -0.586  -0.23
C -1.457 0.498 0.551  -0.43
C -0.968 -0.547 -0.418  -0.23
C 0.258 -1.342 0.019  -0.40
H 1.011 -0.046 1.616  0.20
H 2.276 -0.559 0.507  0.21
H 1.396 0.699 -1.333  0.20
H 1.353 1.878 -0.026  0.21
H -0.969 1.520 -1.376  0.22
H -1.068 0.511 1.566  0.21
H -2.504 0.779 0.483  0.22
H -1.687 -0.992 -1.101  0.22
H 0.020 -2.126 0.746  0.21
H 0.734 -1.822 -0.847  0.20

## Properties
SMILES = C1C[C@@H]2C[C@@H]2C1
HOMO-LUMO gap = 0.4059 Eh
E = -234.58846 Ha
highest occupied orbital energy = -0.36029 hartree

---

# 2
The following is a DFT calculation (ωB97M-V with the def2-TZVPD basis set) of a 2-piece molecular cluster, C2HClNO2 overall.

Last column: natural (NBO) charge in e.
Positions of all 7 atoms, in Å:
C 1.928 0.978 -0.261  0.24
C -1.036 0.392 0.173  0.96
N 1.500 -0.102 -0.195  -0.74
O -0.876 0.604 1.318  -0.63
O -1.167 0.808 -0.919  -0.63
Cl -1.270 -1.753 0.013  -0.67
H 0.922 -0.928 -0.129  0.47

## Properties
charge = -1
HOMO-LUMO gap = 0.3493 Eh
E = -742.31744 Ha
highest occupied orbital energy = -0.19759 hartree

---

# 3
The following is a DFT calculation (ωB97M-V with the def2-TZVPD basis set) of one molecule with the formula C7H8N6.

Last column: natural (NBO) charge in e.
Positions of all 21 atoms, in Å:
C 1.930 0.430 -1.104  -0.42
N 0.575 -0.161 -1.003  -0.10
N -0.552 0.632 -1.105  -0.33
C -1.392 0.404 -2.140  0.41
N -2.012 0.312 -3.109  -0.34
C -1.034 1.264 0.090  -0.23
C -1.233 0.287 1.300  -0.42
C -0.055 -0.754 1.441  -0.16
C 1.047 -0.318 2.187  0.25
N 1.938 0.301 2.568  -0.26
N 0.415 -1.121 -0.005  -0.32
C 0.179 -2.392 -0.320  0.40
N -0.034 -3.494 -0.634  -0.34
H 2.619 -0.538 -1.213  0.24
H 1.768 1.038 -2.124  0.22
H 2.225 1.130 -0.350  0.20
H -1.927 1.891 -0.120  0.25
H -0.289 2.122 0.351  0.21
H -1.481 0.769 2.267  0.25
H -2.212 -0.189 1.156  0.23
H -0.477 -1.612 1.867  0.26

## Properties
SMILES = CN1N(C#N)CC[C@H](C#N)N1C#N
HOMO-LUMO gap = 0.3825 Eh
E = -599.90335 Ha
highest occupied orbital energy = -0.36940 hartree

---

# 4
The following is a DFT calculation (ωB97M-V with the def2-TZVPD basis set) of C3H3LiO3Y as an isolated structure.

Last column: natural (NBO) charge in e.
Positions of all 11 atoms, in Å:
H -3.292 1.560 -0.519  0.03
C -0.949 0.258 0.356  0.25
C -0.515 -1.112 0.008  -0.28
O 0.895 -0.990 -0.293  -0.38
C 1.238 0.230 -0.106  1.05
O 0.159 0.980 0.314  -0.42
O 2.340 0.724 -0.182  -0.77
Y 4.664 0.549 -0.676  1.95
H -1.050 -1.489 -0.878  0.32
H -0.650 -1.813 0.845  0.32
Li -2.841 1.104 1.130  0.94

## Properties
charge = +3
HOMO-LUMO gap (alpha / beta) = 0.3343 / 0.2387 Eh
E = -386.39410 Ha
highest occupied orbital energy (alpha / beta) = -0.79780 / -0.70731 hartree

---

# 5
The following is a DFT calculation (ωB97M-V with the def2-TZVPD basis set) of a 2-piece molecular cluster, C6H12 overall.

Last column: natural (NBO) charge in e.
Positions of all 18 atoms, in Å:
C -1.673 -0.326 0.026  -0.47
C -1.166 0.179 -1.207  -0.44
C 0.485 0.684 -1.181  -0.26
C 0.849 1.526 0.020  -0.46
C 1.402 0.207 -0.255  -0.13
C 0.551 -1.269 1.398  -0.80
H -1.925 -1.380 0.105  0.20
H -0.269 -0.657 0.762  0.24
H -2.225 0.334 0.691  0.20
H -1.617 1.119 -1.532  0.22
H -1.166 -0.553 -2.018  0.21
H 0.727 0.901 -2.218  0.23
H 0.045 1.585 0.773  0.20
H 1.466 2.423 -0.045  0.21
H 2.366 -0.277 -0.249  0.22
H 1.209 -0.680 2.037  0.22
H 1.112 -2.027 0.850  0.21
H -0.171 -1.790 2.044  0.21

## Properties
HOMO-LUMO gap (alpha / beta) = 0.2745 / 0.2914 Eh
E = -235.57915 Ha
highest occupied orbital energy (alpha / beta) = -0.26471 / -0.27005 hartree

---

# 6
The following is a DFT calculation (ωB97M-V with the def2-TZVPD basis set) of C39H44BN9O3S4Y as an isolated structure.

Last column: Löwdin charge in e.
Positions of all 101 atoms, in Å:
Y 0.246 1.002 -0.791  1.26
C -3.706 -1.136 3.237  -0.03
C -2.693 -0.176 2.705  -0.27
C -2.407 1.072 3.197  0.02
C -1.416 1.606 2.353  -0.22
N -1.105 0.702 1.412  0.06
N -1.894 -0.387 1.635  0.04
B -1.899 -1.715 0.852  -0.49
N -2.199 -1.486 -0.658  0.04
N -1.738 -0.454 -1.432  0.05
C -2.439 -0.492 -2.580  -0.23
C -3.342 -1.561 -2.543  0.02
C -3.186 -2.144 -1.313  -0.26
C -3.978 -3.301 -0.800  -0.03
C -2.398 0.440 -3.722  -0.23
C -2.575 -0.074 -5.006  -0.06
C -2.631 0.766 -6.105  -0.09
C -2.515 2.138 -5.938  -0.09
C -2.342 2.659 -4.665  -0.07
C -2.290 1.818 -3.566  -0.06
N -0.654 -2.600 1.199  0.02
N 0.512 -2.120 1.667  0.13
C 1.234 -3.168 2.058  -0.28
C 0.529 -4.359 1.826  0.01
C -0.678 -3.955 1.305  -0.27
C -1.818 -4.845 0.936  -0.03
C 2.557 -3.082 2.693  -0.18
C 2.828 -2.167 3.709  -0.04
C 4.076 -2.133 4.311  -0.09
C 5.070 -3.015 3.912  -0.10
C 4.804 -3.944 2.916  -0.09
C 3.556 -3.982 2.317  -0.04
C -0.871 2.974 2.491  -0.16
C -1.472 3.837 3.414  -0.03
C -1.032 5.138 3.579  -0.08
C 0.025 5.619 2.822  -0.08
C 0.628 4.785 1.898  -0.06
C 0.186 3.484 1.739  -0.08
H -4.202 -0.683 4.093  0.08
H -3.243 -2.071 3.556  0.08
H -4.462 -1.370 2.486  0.08
H -2.867 1.516 4.062  0.10
H -2.815 -2.363 1.251  0.09
H -4.057 -1.840 -3.299  0.11
H -4.821 -3.467 -1.469  0.08
H -4.356 -3.117 0.205  0.07
H -3.388 -4.216 -0.776  0.05
H -2.640 -1.147 -5.150  0.11
H -2.755 0.350 -7.097  0.10
H -2.552 2.795 -6.798  0.10
H -2.234 3.727 -4.524  0.11
H -2.160 2.234 -2.581  0.08
H 0.837 -5.366 2.057  0.11
H -1.697 -5.804 1.437  0.08
H -1.840 -5.029 -0.139  0.08
H -2.773 -4.413 1.230  0.06
H 2.047 -1.491 4.036  0.11
H 4.282 -1.414 5.094  0.10
H 6.045 -2.989 4.382  0.10
H 5.576 -4.635 2.600  0.10
H 3.348 -4.705 1.537  0.11
H -2.320 3.503 3.995  0.10
H -1.532 5.782 4.292  0.10
H 0.355 6.645 2.933  0.10
H 1.433 5.149 1.273  0.10
H 0.643 2.894 0.966  0.00
N 1.183 -1.588 -1.479  -0.04
C 2.598 -1.973 -1.455  -0.24
C 3.466 -0.802 -1.906  -0.23
N 3.230 0.346 -1.049  -0.10
C 3.969 0.332 0.204  -0.21
C 3.269 1.228 1.215  -0.25
N 1.864 0.821 1.297  -0.04
H 0.613 -2.349 -1.123  0.06
H 0.914 -1.427 -2.446  0.00
H 2.809 -2.836 -2.099  0.11
H 2.854 -2.253 -0.432  0.09
H 3.182 -0.533 -2.923  0.08
H 4.522 -1.116 -1.917  0.12
H 3.439 1.207 -1.541  0.05
H 5.014 0.649 0.079  0.12
H 3.984 -0.689 0.596  0.11
H 3.313 2.268 0.887  0.08
H 3.787 1.140 2.177  0.11
H 1.419 1.288 2.081  0.07
H 1.792 -0.173 1.474  0.04
O 5.007 3.365 -5.782  -0.10
C 4.135 3.049 -5.006  -1.06
S 3.860 3.842 -3.454  0.93
C 2.482 2.866 -2.922  -1.18
C 2.082 1.893 -3.767  -1.15
S 0.779 0.769 -3.538  0.55
S 2.980 1.746 -5.283  0.92
S 1.826 3.232 -1.361  0.52
C -3.631 2.808 -0.084  0.00
C -2.238 3.428 -0.270  -0.69
O -2.087 4.623 -0.068  0.03
O -1.333 2.603 -0.670  -0.27
H -4.232 3.038 -0.966  0.07
H -4.112 3.253 0.786  0.07
H -3.563 1.725 0.028  0.06

## Properties
charge = -1
HOMO-LUMO gap = 0.2176 Eh
E = -3887.45257 Ha
highest occupied orbital energy = -0.14181 hartree

---

# 7
The following is a DFT calculation (ωB97M-V with the def2-TZVPD basis set) of a 2-piece molecular cluster, C2H4BrOP overall.

Last column: natural (NBO) charge in e.
Positions of all 9 atoms, in Å:
C -1.289 -1.944 -0.211  -0.14
P -0.140 -2.982 -0.865  0.56
O -0.931 -1.338 -1.355  -0.66
H -2.085 -1.518 0.539  0.24
C 1.038 1.608 0.247  -0.62
Br 0.117 0.993 1.828  -0.03
H 0.167 1.957 -0.296  0.22
H 1.384 0.901 -0.412  0.22
H 1.739 2.323 0.525  0.22

## Properties
SMILES = C1=PO1.CBr
HOMO-LUMO gap = 0.2965 Eh
E = -3069.07948 Ha
highest occupied orbital energy = -0.29333 hartree

---

# 8
The following is a DFT calculation (ωB97M-V with the def2-TZVPD basis set) of one molecule with the formula C6H9NO.

Last column: natural (NBO) charge in e.
Positions of all 17 atoms, in Å:
C 2.242 -0.220 0.082  0.16
C -0.165 -0.167 -1.471  -0.34
C 1.013 0.492 0.218  0.26
C -0.365 -0.091 0.015  -0.16
C -0.462 -1.441 0.687  -0.59
C -1.478 0.855 0.446  -0.60
N 3.207 -0.881 0.108  -0.30
O 1.149 1.853 0.160  -0.64
H -0.325 0.704 -2.057  0.19
H -0.216 -1.089 -2.073  0.21
H -0.210 -1.461 1.810  0.23
H 0.180 -2.150 0.262  0.22
H -1.525 -1.814 0.375  0.21
H -1.300 1.729 -0.054  0.22
H -1.473 1.211 1.507  0.22
H -2.414 0.482 0.040  0.22
H 2.141 1.988 -0.052  0.50

## Properties
HOMO-LUMO gap (alpha / beta) = 0.2941 / 0.3053 Eh
E = -363.88065 Ha
highest occupied orbital energy (alpha / beta) = -0.29417 / -0.30957 hartree

---

# 9
The following is a DFT calculation (ωB97M-V with the def2-TZVPD basis set) of one molecule with the formula C5H5NO.

Last column: natural (NBO) charge in e.
Positions of all 12 atoms, in Å:
H -3.168 -2.072 -1.514  0.37
N -2.861 -1.790 -0.535  -0.63
C -1.894 -1.041 -0.475  0.22
C -1.175 -0.278 0.621  -0.19
C -0.159 0.081 -0.137  -0.04
C 1.121 0.958 -0.141  -0.66
C -0.692 -0.353 -1.446  0.50
O -0.391 -0.048 -2.564  -0.51
H -1.364 -0.319 1.708  0.24
H 1.782 1.214 0.684  0.24
H 0.683 1.906 -0.479  0.24
H 1.754 0.575 -0.924  0.24

## Properties
SMILES = [H]/N=c1/cc(C)c1=O
HOMO-LUMO gap = 0.3431 Eh
E = -323.43128 Ha
highest occupied orbital energy = -0.33346 hartree

---

# 10
The following is a DFT calculation (ωB97M-V with the def2-TZVPD basis set) of a 13-piece molecular cluster, C36H98O13 overall.

Last column: Löwdin charge in e.
Positions of all 147 atoms, in Å:
C 14.453 -0.996 22.471  -0.08
C 15.853 -1.594 22.559  -0.30
O 15.676 -2.819 23.274  -0.10
H 14.649 -0.055 21.956  0.05
H 13.973 -0.771 23.423  0.08
H 13.812 -1.629 21.858  0.06
H 16.495 -0.921 23.127  0.10
H 16.290 -1.782 21.578  0.08
H 15.063 -3.381 22.794  0.03
C 20.833 0.005 14.859  -0.08
C 20.525 -0.042 16.347  -0.25
O 19.111 0.197 16.616  -0.11
H 20.346 -0.756 14.251  0.07
H 21.906 0.016 14.664  0.07
H 20.606 0.956 14.378  0.07
H 21.137 0.682 16.885  0.11
H 20.693 -1.046 16.737  0.08
H 19.089 0.529 17.516  0.03
C 18.292 -2.366 19.675  -0.05
C 18.134 -3.122 18.375  -0.27
O 16.830 -2.981 17.848  -0.09
H 17.855 -1.368 19.669  0.06
H 19.281 -2.372 20.135  0.06
H 17.724 -2.931 20.415  0.06
H 18.418 -4.174 18.351  0.11
H 18.852 -2.625 17.723  0.10
H 16.783 -2.418 17.072  0.06
C 21.939 -1.204 20.171  -0.03
C 22.224 0.009 21.071  -0.46
C 23.171 1.031 20.427  -0.04
O 21.054 0.746 21.284  -0.07
H 21.324 -1.951 20.672  0.05
H 22.891 -1.702 19.988  0.08
H 21.495 -0.982 19.200  0.07
H 22.629 -0.353 22.016  0.13
H 22.906 1.376 19.427  0.08
H 24.167 0.597 20.345  0.08
H 23.292 1.906 21.065  0.08
H 21.229 1.472 21.887  0.11
C 14.170 -0.472 18.902  -0.02
C 13.667 -1.913 18.685  -0.42
C 13.812 -2.596 17.304  -0.04
O 14.421 -2.752 19.507  -0.10
H 13.727 0.165 18.136  0.08
H 15.253 -0.385 18.811  0.07
H 13.883 -0.110 19.889  0.06
H 12.618 -1.953 18.977  0.14
H 13.869 -3.685 17.309  0.06
H 14.616 -2.165 16.708  0.05
H 12.906 -2.297 16.778  0.08
H 15.296 -2.818 19.118  0.05
C 23.113 -4.215 18.432  -0.05
C 21.735 -3.978 17.785  -0.45
C 21.725 -3.822 16.226  -0.03
O 20.803 -5.011 18.152  -0.08
H 23.521 -5.161 18.078  0.08
H 23.035 -4.345 19.512  0.06
H 23.756 -3.368 18.191  0.07
H 21.258 -3.089 18.197  0.09
H 22.189 -4.697 15.770  0.08
H 22.266 -2.915 15.958  0.07
H 20.695 -3.742 15.879  0.06
H 20.737 -4.986 19.109  0.02
C 13.655 -6.411 20.166  -0.03
C 14.505 -5.695 21.248  -0.46
C 15.925 -5.440 20.830  -0.06
O 13.939 -4.448 21.554  -0.06
H 13.418 -5.715 19.362  0.06
H 12.685 -6.682 20.585  0.08
H 14.074 -7.321 19.738  0.07
H 14.579 -6.347 22.118  0.14
H 15.928 -4.738 19.996  0.06
H 16.388 -6.352 20.453  0.07
H 16.568 -5.010 21.598  0.08
H 13.827 -3.925 20.757  0.05
C 15.433 -6.228 17.180  -0.05
C 14.116 -6.272 16.410  -0.46
C 14.186 -5.452 15.133  -0.06
O 13.904 -7.623 15.943  -0.06
H 16.252 -6.556 16.539  0.08
H 15.323 -6.974 17.967  0.06
H 15.658 -5.233 17.565  0.06
H 13.314 -6.061 17.118  0.12
H 15.007 -5.794 14.503  0.07
H 14.301 -4.395 15.373  0.06
H 13.260 -5.501 14.560  0.09
H 14.038 -7.602 14.993  0.07
C 19.481 -6.665 20.632  -0.06
C 20.041 -5.770 21.705  -0.43
C 21.117 -6.537 22.624  -0.02
O 20.698 -4.634 21.121  -0.08
H 18.637 -6.272 20.065  0.06
H 19.161 -7.583 21.124  0.09
H 20.222 -6.941 19.881  0.08
H 19.200 -5.455 22.322  0.12
H 21.990 -6.775 22.016  0.08
H 20.705 -7.431 23.091  0.07
H 21.371 -5.875 23.451  0.04
H 20.921 -4.001 21.807  0.04
C 18.015 -6.127 12.594  -0.05
C 18.597 -4.831 13.156  -0.49
C 17.774 -4.228 14.324  -0.04
O 19.916 -5.039 13.603  -0.06
H 18.075 -6.884 13.377  0.08
H 18.582 -6.323 11.685  0.08
H 16.976 -5.966 12.306  0.07
H 18.674 -4.112 12.341  0.13
H 17.983 -3.213 14.662  0.06
H 17.787 -4.886 15.193  0.07
H 16.740 -4.231 13.981  0.06
H 19.829 -5.637 14.348  0.08
C 17.143 -0.192 13.656  -0.06
C 16.121 0.047 14.738  -0.47
C 14.764 -0.584 14.322  -0.04
O 16.585 -0.549 15.927  -0.07
H 18.059 0.345 13.901  0.06
H 16.800 0.217 12.706  0.08
H 17.459 -1.228 13.528  0.07
H 16.063 1.131 14.843  0.14
H 14.354 0.039 13.527  0.08
H 13.982 -0.488 15.076  0.06
H 14.810 -1.634 14.033  0.08
H 17.489 -0.253 16.057  0.03
C 17.505 2.634 19.022  -0.02
C 18.411 1.839 20.000  -0.53
C 17.636 1.060 21.055  -0.04
O 19.218 1.046 19.265  -0.05
H 16.885 1.903 18.502  0.07
H 18.091 3.173 18.278  0.08
H 16.903 3.371 19.553  0.08
H 19.021 2.601 20.485  0.13
H 17.155 1.619 21.857  0.09
H 18.312 0.321 21.485  0.06
H 16.940 0.448 20.481  0.06
H 19.832 0.673 19.902  0.06
C 19.519 -1.902 23.581  -0.02
C 20.892 -2.335 24.162  -0.47
C 20.860 -3.458 25.211  -0.04
O 21.754 -2.761 23.145  -0.07
H 18.997 -2.694 23.043  0.08
H 19.622 -1.013 22.958  0.06
H 18.875 -1.646 24.422  0.08
H 21.390 -1.464 24.589  0.13
H 20.426 -4.416 24.922  0.07
H 20.222 -3.157 26.042  0.08
H 21.852 -3.582 25.645  0.08
H 22.639 -2.738 23.515  0.11

## Properties
HOMO-LUMO gap = 0.3442 Eh
E = -2408.47357 Ha
highest occupied orbital energy = -0.34037 hartree

---

# 11
The following is a DFT calculation (ωB97M-V with the def2-TZVPD basis set) of one molecule with the formula C5H9N3.

Last column: natural (NBO) charge in e.
Positions of all 17 atoms, in Å:
H -0.443 -3.903 -0.779  0.35
N -0.081 -3.120 -0.009  -0.69
C -0.774 -2.033 -0.270  0.28
N -0.260 -0.828 0.114  -0.69
C 1.039 -0.523 -0.254  0.27
N 1.495 0.569 0.172  -0.45
C 0.627 1.422 0.900  -0.32
C -0.184 1.967 -0.249  -0.24
C -1.449 2.490 -0.257  -0.39
H -1.813 -1.597 -0.732  0.15
H -0.828 0.188 -0.143  0.43
H 1.560 -1.221 -0.959  0.20
H 1.166 2.159 1.419  0.22
H 0.174 0.876 1.743  0.21
H 0.511 2.340 -1.123  0.23
H -1.938 2.038 0.638  0.20
H -2.019 2.829 -1.229  0.23

## Properties
SMILES = [H]/N=C/N/C=N\CC=C
HOMO-LUMO gap = 0.3606 Eh
E = -360.01896 Ha
highest occupied orbital energy = -0.33334 hartree

---

# 12
The following is a DFT calculation (ωB97M-V with the def2-TZVPD basis set) of a 2-piece molecular cluster, C3H8IP overall.

Last column: natural (NBO) charge in e.
Positions of all 13 atoms, in Å:
C 0.317 1.209 -0.316  -0.63
C -0.487 -1.376 0.943  -1.04
C 0.233 0.022 -1.257  -0.73
P -0.900 -1.426 -0.814  0.88
I -3.940 0.278 0.034  -0.37
H 0.753 1.128 0.617  0.22
H 0.672 1.980 -0.897  0.22
H -0.757 1.301 -0.070  0.23
H 0.625 -1.444 1.200  0.25
H -0.889 -2.256 1.474  0.25
H -0.965 -0.482 1.248  0.26
H 1.202 -0.650 -1.374  0.23
H -0.050 0.252 -2.319  0.24

## Properties
HOMO-LUMO gap (alpha / beta) = 0.2721 / 0.2164 Eh
E = -758.06840 Ha
highest occupied orbital energy (alpha / beta) = -0.33105 / -0.30945 hartree

---

Question: Which of these has the lowest E?
Answer: C39H44BN9O3S4Y

---

Question: Among the records above, which one has the highest E?
Answer: C6H10

---

Question: The lowest E belongs to which entry?
Answer: C39H44BN9O3S4Y